Computed, not measured: 10 unconnected molecules or ions with the total composition C47H78BBrNO30P in a non-equilibrium geometry, with the ωB97M-V functional and the def2-TZVPD basis.

Properties
multiplicity: 1
SMILES: CCCCCP(Br)(CB(O)O)(OC#N)[C@H](C)CC.C[C@@H]1COC(=O)O1.C[C@@H]1COC(=O)O1.C[C@@H]1COC(=O)O1.C[C@@H]1COC(=O)O1.C[C@@H]1COC(=O)O1.C[C@@H]1COC(=O)O1.C[C@@H]1COC(=O)O1.C[C@@H]1COC(=O)O1.C[C@@H]1COC(=O)O1
net charge: 0
gap between HOMO and LUMO: 8.82 eV

```
159
Properties=species:S:1:pos:R:3:forces:R:3
C 2.53022 -0.37361 -2.21402 0.198 0.347 -0.216
C 2.10102 -0.27735 -3.72152 -0.528 -0.117 1.788
C 0.54246 -0.28382 -3.78203 0.138 0.093 -1.528
C -0.00873 -1.54225 -4.48026 -0.732 -0.724 0.225
C 0.40070 -2.88262 -3.74261 0.460 1.297 -0.068
P -1.00674 -3.81532 -2.99614 0.881 -0.685 2.249
Br -0.66062 -2.47119 -1.05328 0.001 1.036 1.041
C -0.50286 -5.28441 -1.94239 -0.180 -0.289 -0.504
B 0.82325 -5.98141 -2.48547 0.270 -0.509 -0.161
O 0.83442 -7.36188 -2.74749 -0.421 0.521 -0.038
O 2.00318 -5.30166 -2.67796 -0.323 0.208 0.588
O -1.22249 -4.95649 -4.31365 -0.085 -0.539 -0.385
C -1.03804 -4.53889 -5.50354 -0.929 -1.764 4.765
N -0.84303 -4.10380 -6.50888 0.943 2.006 -5.379
C -2.78462 -3.31061 -2.86109 -1.230 -0.218 -0.215
C -3.46239 -3.78531 -1.51942 0.497 -0.335 0.091
C -3.73335 -3.70127 -4.01756 -1.025 0.963 -0.271
C -5.08233 -2.92595 -3.81707 0.418 -0.055 -0.461
H 2.68176 -1.42159 -1.91142 0.059 0.307 0.010
H 1.75501 0.04059 -1.54987 0.140 -0.173 -0.306
H 3.43803 0.22141 -2.01854 -0.575 -0.639 -0.128
H 2.53841 0.64454 -4.12423 -0.256 -0.327 -0.179
H 2.49123 -1.15559 -4.25659 0.038 0.422 -0.069
H 0.20834 0.57388 -4.39404 0.030 -0.242 0.255
H 0.06347 -0.17094 -2.80289 0.331 -0.102 -0.142
H -1.11239 -1.46893 -4.50316 0.346 0.023 -0.098
H 0.29616 -1.64933 -5.52970 0.026 0.290 0.276
H 0.98821 -2.52316 -2.89209 -0.227 -0.563 -0.062
H 1.12516 -3.48069 -4.31139 -0.788 -0.236 -0.180
H -0.40607 -5.00998 -0.88905 0.119 0.162 -0.352
H -1.28816 -6.05958 -1.97614 0.128 0.395 -0.325
H 0.91494 -7.52393 -3.69555 0.206 -0.190 0.175
H 2.75874 -5.89687 -2.59175 -0.103 0.021 -0.399
H -2.80107 -2.21228 -2.79836 0.420 -0.317 -0.247
H -4.32832 -4.43099 -1.72506 0.261 0.255 -0.115
H -3.78857 -2.92234 -0.92632 0.094 -0.265 -0.155
H -2.79013 -4.37643 -0.88585 -0.108 0.261 -0.124
H -3.39281 -3.37424 -5.01376 0.322 -0.264 0.394
H -3.99833 -4.76589 -4.07157 0.533 0.123 0.144
H -5.64294 -2.94726 -4.76084 0.028 -0.092 0.329
H -5.69932 -3.34874 -3.01646 0.139 0.171 -0.154
H -4.88503 -1.86082 -3.61571 -0.089 -0.337 0.073
C 8.06542 -3.14493 -1.65077 0.478 0.089 -0.389
C 7.40343 -1.93130 -1.04647 0.217 -0.743 -0.249
C 6.08549 -2.22276 -0.37663 -0.135 -0.065 0.413
O 5.39679 -0.97623 -0.51115 0.160 0.124 -0.271
C 5.88935 -0.36549 -1.61885 -0.038 0.056 0.028
O 5.39516 0.58562 -2.13048 0.561 0.181 -0.058
O 7.01400 -0.99085 -2.05977 -0.286 0.221 0.287
H 8.19718 -3.93549 -0.90591 -0.017 0.391 -0.471
H 7.47760 -3.53358 -2.48437 -0.130 0.010 0.122
H 9.04544 -2.87976 -2.05359 -0.029 0.018 0.016
H 8.09354 -1.42453 -0.36281 -0.085 0.080 0.043
H 6.19661 -2.49057 0.67236 -0.258 0.291 -0.271
H 5.50631 -2.99878 -0.88346 0.126 -0.018 -0.104
C -0.68040 1.58481 1.91443 -0.413 0.059 -0.342
C -1.75105 0.77712 2.60820 0.850 0.366 -0.161
C -1.25559 -0.48134 3.27862 -0.076 -0.035 0.324
O -2.41713 -1.32689 3.22340 -0.153 0.067 -0.322
C -3.13915 -0.93361 2.14425 0.089 0.061 -0.122
O -4.04957 -1.54954 1.68131 -0.049 -0.060 0.061
O -2.68875 0.24365 1.65766 -0.314 -0.387 0.275
H 0.12542 1.84168 2.59418 -0.051 -0.012 0.033
H -0.26903 1.03734 1.06486 0.057 -0.106 0.126
H -1.10447 2.50562 1.51847 -0.018 -0.024 0.060
H -2.30205 1.40941 3.31132 -0.073 -0.132 0.040
H -0.94694 -0.31759 4.30653 -0.185 -0.136 0.028
H -0.44397 -0.96985 2.73568 -0.063 0.109 -0.141
C 4.16988 -3.28238 4.26970 0.220 0.220 -0.357
C 3.46855 -2.11178 4.91932 0.292 -0.629 -0.187
C 2.16193 -2.46776 5.58119 -0.106 -0.089 0.362
O 1.43212 -1.24044 5.48956 0.124 0.044 -0.288
C 1.90564 -0.57817 4.39882 0.101 0.099 -0.061
O 1.38754 0.37205 3.91229 0.207 0.020 0.175
O 3.04751 -1.15411 3.93987 -0.276 0.151 0.276
H 4.33013 -4.09045 4.98469 -0.037 0.043 0.058
H 3.59335 -3.66114 3.42458 -0.096 -0.015 0.105
H 5.13954 -2.97228 3.87464 -0.181 -0.048 0.071
H 4.14274 -1.60712 5.61804 -0.099 0.051 0.054
H 2.28564 -2.76676 6.62046 -0.130 0.169 0.025
H 1.60625 -3.24474 5.04959 0.120 0.000 -0.087
C -1.36556 6.70415 2.99626 -0.114 -0.388 0.258
C -0.06062 6.26289 2.37755 -0.637 0.416 0.444
C 0.16605 6.80532 0.99488 0.254 0.316 -0.194
O 0.99989 5.80345 0.40634 -0.136 -0.259 0.177
C 0.70981 4.62703 1.03570 0.027 -0.013 0.041
O 1.07117 3.56157 0.66144 0.155 0.093 -0.060
O -0.04720 4.84567 2.14685 0.396 0.048 -0.480
H -1.44873 7.79131 3.00822 0.062 -0.014 0.021
H -2.21675 6.28633 2.45567 0.073 0.080 -0.136
H -1.43916 6.34244 4.02220 0.000 0.116 0.009
H 0.77460 6.50439 3.04122 0.068 0.002 -0.116
H 0.67056 7.77029 1.00553 0.140 -0.110 -0.088
H -0.75113 6.88744 0.40494 -0.064 -0.053 0.124
C -6.88221 -2.83444 0.69976 -0.244 0.171 -0.294
C -7.97390 -3.63317 1.36816 0.647 0.428 -0.271
C -7.48776 -4.88874 2.04191 0.045 -0.088 0.351
O -8.63990 -5.73593 1.97552 -0.069 0.088 -0.262
C -9.35835 -5.34556 0.88654 -0.044 0.045 -0.051
O -10.26103 -5.96089 0.42235 -0.045 -0.039 -0.001
O -8.90068 -4.16065 0.40432 -0.165 -0.380 0.314
H -6.08666 -2.58675 1.40123 -0.025 -0.005 -0.003
H -6.45660 -3.38360 -0.14247 0.032 -0.127 0.121
H -7.28674 -1.90529 0.29604 0.048 0.017 0.069
H -8.53369 -3.00049 2.06332 -0.043 -0.111 0.041
H -7.19096 -4.72139 3.07552 -0.140 -0.130 0.021
H -6.66627 -5.37412 1.50828 -0.003 0.128 -0.085
C -7.99513 -4.66640 -8.91044 0.275 -0.249 0.270
C -8.17817 -3.37124 -8.15510 -0.047 -0.589 -0.428
C -8.28501 -2.15478 -9.03828 -0.283 0.216 -0.107
O -7.77941 -1.11916 -8.19228 0.191 -0.219 0.104
C -6.91174 -1.70500 -7.32155 0.035 0.027 0.040
O -6.16436 -1.11448 -6.61650 0.033 0.044 0.043
O -7.01822 -3.06112 -7.37150 -0.107 0.418 0.002
H -8.79317 -4.81244 -9.63934 -0.027 0.060 0.042
H -7.03284 -4.68404 -9.42443 -0.061 0.145 -0.071
H -7.99881 -5.51089 -8.22037 -0.076 0.010 -0.037
H -9.03383 -3.44638 -7.47775 0.007 0.114 -0.002
H -9.31004 -1.94272 -9.33710 0.045 0.170 0.101
H -7.65706 -2.21343 -9.93146 0.027 -0.140 0.048
C 5.01255 5.79277 1.86034 -0.440 -0.213 0.135
C 4.64904 7.25627 1.77354 0.313 -0.779 -0.090
C 5.76961 8.18858 2.15236 0.225 0.198 -0.209
O 5.06176 9.33213 2.63849 -0.228 -0.172 0.140
C 3.86796 8.88815 3.11460 -0.068 0.029 0.048
O 3.12113 9.53881 3.76839 -0.077 0.029 -0.007
O 3.64389 7.59863 2.74201 0.126 0.478 -0.037
H 5.89348 5.57036 1.25735 -0.026 0.068 -0.032
H 5.20269 5.50029 2.89448 0.121 0.133 -0.007
H 4.18649 5.17508 1.50497 0.069 0.003 -0.081
H 4.25475 7.48817 0.78004 0.015 0.103 0.038
H 6.39741 8.45530 1.30422 -0.072 0.181 0.053
H 6.40082 7.80084 2.95644 -0.086 -0.118 -0.014
C 10.01205 -3.72618 4.31400 0.310 -0.276 -0.194
C 9.12604 -3.32461 3.15888 0.405 -0.027 0.652
C 7.67064 -3.18317 3.52117 -0.108 0.304 0.131
O 7.02013 -3.48164 2.28146 0.299 -0.314 0.169
C 7.84941 -4.30826 1.58805 0.182 -0.319 0.128
O 7.53653 -4.90731 0.61125 -0.236 -0.193 0.437
O 9.07793 -4.35444 2.15930 -0.438 0.182 -0.212
H 9.90882 -3.03156 5.14824 -0.037 0.039 -0.060
H 9.77271 -4.73436 4.65556 -0.156 0.067 0.022
H 11.05693 -3.73925 4.00274 -0.022 0.075 0.040
H 9.50828 -2.41427 2.68803 -0.108 -0.002 -0.049
H 7.41806 -2.17935 3.85814 -0.110 0.002 -0.172
H 7.33950 -3.90612 4.27135 0.149 -0.046 -0.005
C -2.07187 11.79379 3.73484 0.321 -0.326 -0.018
C -3.34272 10.98066 3.65355 0.572 0.525 -0.006
C -4.49173 11.56056 4.43675 -0.314 0.185 -0.103
O -5.25393 10.39679 4.76460 0.282 -0.145 0.021
C -4.38487 9.34986 4.80641 -0.035 -0.110 0.040
O -4.64295 8.27901 5.24300 0.005 -0.064 -0.006
O -3.17798 9.70034 4.27998 -0.445 0.007 0.027
H -2.24441 12.82470 3.42372 -0.064 -0.035 -0.022
H -1.67081 11.78824 4.74936 -0.149 0.061 0.034
H -1.30381 11.36299 3.09119 -0.026 0.073 -0.029
H -3.61805 10.81303 2.60802 -0.113 -0.022 0.049
H -5.08711 12.25937 3.85188 -0.138 -0.138 0.045
H -4.17956 12.04661 5.36501 0.140 -0.026 -0.053
```
Forces are in eV/Å.